C22H22O3 | ωB97M-V/def2-TZVPD

Geometry as XYZ:
```
47
C22H22O3, DFT ωB97M-V/def2-TZVPD
C -6.28 2.78 -1.47
O -6.11 1.39 -1.53
C -4.79 0.95 -1.41
C -4.57 -0.43 -1.56
C -3.30 -0.95 -1.52
C -2.17 -0.12 -1.34
C -0.88 -0.72 -1.36
C 0.41 -0.12 -1.41
C 1.55 -0.95 -1.24
C 2.81 -0.43 -1.23
C 3.03 0.95 -1.41
O 4.35 1.39 -1.35
C 4.51 2.79 -1.43
C 1.91 1.76 -1.66
C 0.65 1.25 -1.67
C -2.41 1.25 -1.11
C -3.68 1.77 -1.16
H -7.34 3.01 -1.57
H -5.92 3.16 -0.51
H -5.74 3.26 -2.29
H -5.42 -1.07 -1.74
H -3.16 -2.01 -1.63
H -0.88 -1.79 -1.33
H 1.41 -2.01 -1.13
H 3.67 -1.07 -1.11
H 5.58 3.02 -1.35
H 4.14 3.15 -2.38
H 3.99 3.27 -0.60
H 2.06 2.80 -1.89
H -0.17 1.89 -1.96
H -1.60 1.89 -0.80
H -3.83 2.82 -0.96
C 3.71 -1.26 3.85
C 2.48 -1.88 3.28
C 2.35 -3.27 3.24
C 1.21 -3.87 2.72
C 0.19 -3.11 2.23
C 0.27 -1.68 2.24
O -0.65 -0.98 1.80
C 1.46 -1.10 2.78
H 3.67 -0.17 3.79
H 3.83 -1.54 4.90
H 4.59 -1.59 3.30
H 3.14 -3.87 3.64
H 1.13 -4.94 2.71
H -0.70 -3.56 1.84
H 1.54 -0.03 2.79
```

Calculated values
- DFT total energy (Ha) = -1077.11041
- frontier orbital gap (eV) = 3.3275
- net charge = 0
- E_HOMO (eV) = -5.588
- relative energy (zero: lowest compared OMol25 entry of this formula, charge and spin) (kcal per mole) = 3.5